{
  "formula": "CH2I3NO2S",
  "method": "ωB97M-V with the def2-TZVPD basis set",
  "orbital_gap_ev": 7.11,
  "fmax_ev_per_a": 0.76,
  "molar_mass_g_mol": 472.81,
  "relative_energy_kcal_mol": 37.5,
  "symbols": ["C", "N", "O", "O", "S", "I", "I", "I", "H", "H"],
  "positions_angstrom": [[-3.40229, 1.77539, 0.43163], [1.87082, 0.28771, 0.26075], [0.70088, -0.69309, -1.74963], [-0.26514, -0.98197, 0.52680], [0.85083, -0.84799, -0.34440], [-4.23863, -0.03285, 0.94626], [-1.60179, 1.66253, -0.58873], [2.17533, -2.81555, -0.01212], [2.42433, 0.75509, -0.43499], [1.48566, 0.89073, 0.96444]],
  "mulliken_charge": [-0.269, -0.360, -0.464, -0.396, 0.671, 0.135, 0.146, -0.003, 0.269, 0.270]
}